Record 1
C22H27N6O4PPdTe | the ωB97M-V functional and the def2-TZVPD basis

```
62
C22H27N6O4PPdTe the ωB97M-V functional and the def2-TZVPD basis
Te 3.400 -1.075 -2.760
Pd 0.338 -0.182 -0.246
P 1.138 -1.888 -2.411
O 2.265 0.498 -0.342
O 0.079 -0.767 -2.845
O 0.724 -2.138 -0.969
O 0.889 -3.128 -3.307
N -1.644 -0.195 0.048
N 0.752 -0.982 1.768
N 0.155 1.592 0.437
N -0.742 -1.958 4.891
N 1.219 2.307 0.636
N 1.407 -2.206 4.127
C -0.174 -1.146 2.694
C 2.497 -4.916 -3.712
C 3.655 3.716 0.664
C -1.361 3.228 1.643
C 2.299 -2.033 3.166
C 1.774 -3.737 -4.307
C 1.999 -1.416 1.962
C 2.339 1.682 0.168
C 4.877 4.341 0.813
C -3.853 -1.044 -0.071
C -2.093 0.971 0.660
C 6.051 3.631 0.591
C -3.474 1.101 0.937
C -1.142 1.943 0.940
C 0.147 1.531 -3.566
C 0.169 0.095 -4.021
C 6.010 2.293 0.202
C 3.606 2.368 0.278
C 4.794 1.663 0.042
C 0.164 -1.770 3.913
C -2.494 -1.150 -0.314
C -4.340 0.099 0.572
H -2.060 -2.019 -0.793
H 2.736 4.260 0.830
H 1.056 1.772 -3.008
H 2.723 -1.277 1.176
H 3.108 -4.613 -2.861
H -0.723 1.715 -2.933
H 3.300 -2.401 3.355
H -2.015 3.879 1.056
H -3.831 2.000 1.419
H 2.463 -2.976 -4.681
H 4.750 0.622 -0.252
H -1.179 -0.800 2.491
H 6.930 1.752 0.035
H -1.834 3.066 2.613
H 1.110 -4.019 -5.119
H 4.921 5.381 1.106
H -0.686 -0.155 -4.645
H -0.453 -2.424 5.735
H 3.148 -5.357 -4.466
H 7.007 4.120 0.723
H 1.084 -0.135 -4.567
H -4.512 -1.844 -0.372
H -5.397 0.195 0.777
H -0.416 3.743 1.797
H 1.788 -5.672 -3.378
H -1.684 -1.624 4.821
H 0.089 2.198 -4.425
```

Results
strongest force on any atom	0.68	eV/A
⟨S²⟩	6.0433
total charge	+2
2S+1	5
ΔE to the lowest compared entry with this formula, charge and spin	0.0	kJ/mol
total energy	-2220.74414	hartree
E_HOMO (spin up / spin down)	-12.62 / -14.03	eV

Record 2
C22H28AlClF5N2O2 | the ωB97M-V functional and the def2-TZVPD basis

```
61
C22H28AlClF5N2O2 the ωB97M-V functional and the def2-TZVPD basis
Cl -1.459 -1.652 2.937
Al 0.452 -0.250 0.681
F -5.304 -0.775 2.653
F -0.954 -0.045 -0.398
F -4.076 -2.542 2.298
F -3.179 -0.505 4.392
F -3.965 -0.816 0.925
O 1.483 -3.788 -1.411
O 0.248 3.963 1.142
N 0.437 -2.175 -0.266
N -0.147 1.764 1.321
C -0.669 -2.943 -0.924
C 2.888 -1.951 -0.665
C 1.952 0.354 -0.478
C 3.614 -1.161 -3.455
C -2.186 1.889 2.762
C -2.365 2.160 0.281
C 1.566 -2.643 -0.745
C 0.070 -4.204 -1.326
C -1.141 3.871 1.596
C -1.858 -3.207 -0.028
C -1.505 2.388 1.507
C 3.125 1.231 -2.781
C 2.752 3.630 -2.079
C -2.925 -0.571 3.045
C 0.710 2.719 1.074
C -1.136 -2.207 -2.157
C 2.707 2.168 -1.821
C 2.689 -0.558 -1.209
C 3.139 -0.139 -2.486
C 2.271 1.693 -0.564
C 2.143 2.554 0.673
C -4.090 -1.172 2.245
H -0.222 -0.785 2.060
H -2.248 1.132 -0.069
H 2.561 3.553 0.545
H 4.522 -1.659 -3.103
H -3.416 2.370 0.506
H -2.005 -2.740 -2.559
H -1.548 -3.682 0.903
H 3.619 -2.545 -1.221
H -0.344 -2.200 -2.916
H 3.482 1.583 -3.753
H -2.548 0.655 2.720
H -3.084 2.506 2.922
H 3.553 4.114 -1.511
H -1.512 2.009 3.623
H 1.820 4.135 -1.797
H 3.176 -1.915 0.405
H -1.188 4.250 2.621
H -2.549 -3.885 -0.547
H 3.828 -0.699 -4.417
H 0.003 -4.989 -0.565
H -0.218 -4.617 -2.298
H -1.742 4.525 0.951
H -2.395 -2.281 0.182
H -2.031 2.818 -0.531
H -1.395 -1.182 -1.879
H 2.873 -1.954 -3.619
H 2.644 2.053 1.526
H 2.933 3.818 -3.138
```

Results
strongest force on any atom	3.60	eV/A
total charge	-1
total energy	-2317.07812	hartree
E_HOMO	-2.35	eV

Record 3
C22H28BF3GeN6O9RhS2Se | the ωB97M-V functional and the def2-TZVPD basis

```
74
C22H28BF3GeN6O9RhS2Se the ωB97M-V functional and the def2-TZVPD basis
Rh 0.169 0.000 0.456
Se -2.549 0.407 0.730
Ge -2.147 2.814 3.206
S 0.136 2.491 -0.066
S 2.592 0.035 -0.452
F -1.698 0.054 5.057
F 0.132 -1.039 5.344
F -1.714 -2.093 5.012
O 0.762 -2.230 0.602
O -0.959 -0.940 -1.193
O -2.939 -1.808 -0.796
O 2.671 -3.754 1.346
O -1.623 -1.450 2.372
O 0.214 -0.239 2.762
O -1.200 -7.893 -0.832
O -2.796 -6.744 -1.709
O 2.649 -5.813 0.767
N 2.494 2.883 -1.375
N 0.895 2.046 -2.620
N 3.190 2.314 0.982
N 3.139 0.448 2.143
N -1.730 -6.827 -1.115
N 2.124 -4.708 0.825
C 2.969 0.991 0.914
C -1.075 -5.637 -0.733
C -1.049 -3.233 -0.572
C 3.452 2.610 2.284
C 0.832 -4.556 0.258
C -0.205 2.640 3.557
C 0.223 -3.246 0.123
C 2.990 2.684 -2.625
C -1.712 -1.916 -0.854
C 1.220 2.475 -1.380
C 0.181 -5.703 -0.153
C -1.002 -1.029 4.629
C -2.467 4.450 2.109
C 3.429 1.456 3.006
C -3.190 1.759 -0.520
C -1.678 -4.383 -0.946
C -0.384 1.524 -3.010
C -0.774 -0.925 3.074
C -3.028 3.095 4.978
C 3.074 -0.950 2.457
C -3.146 1.276 2.357
C 2.008 2.157 -3.402
B 3.280 3.383 -0.148
H -3.194 0.462 3.077
H 2.369 -1.453 1.796
H -2.551 3.943 5.462
H 4.428 3.492 -0.460
H 0.328 2.320 2.670
H -4.190 2.090 -0.245
H -2.488 2.593 -0.512
H 4.008 2.916 -2.866
H 1.998 1.852 -4.429
H 3.649 3.619 2.588
H -2.265 5.320 2.730
H -2.906 2.228 5.617
H -4.088 3.311 4.880
H -1.132 2.321 -3.009
H 4.046 -1.426 2.316
H -2.656 -4.323 -1.400
H -3.495 4.516 1.764
H -0.695 0.738 -2.312
H -0.308 1.094 -4.007
H 0.664 -6.660 -0.002
H 3.577 1.271 4.049
H -1.810 4.481 1.246
H -0.015 1.922 4.346
H 0.196 3.603 3.857
H 2.743 -1.074 3.484
H 2.788 4.395 0.249
H -4.170 1.603 2.163
H -3.203 1.290 -1.503
```

Results
strongest force on any atom	2.63	eV/A
total charge	-1
total energy	-7570.57142	hartree
E_HOMO (spin up / spin down)	-5.58 / -5.54	eV

Record 4
C22H28CoN5S3 | the ωB97M-V functional and the def2-TZVPD basis

```
59
C22H28CoN5S3 the ωB97M-V functional and the def2-TZVPD basis
Co -0.347 -0.830 -0.250
S -0.571 -2.604 -1.741
S 1.511 -0.175 -1.530
S 1.666 -1.139 1.730
N 1.205 0.331 3.977
N -1.579 0.431 -1.486
N -0.046 0.920 2.212
N -1.280 -1.718 0.914
N -0.471 0.806 0.917
C -2.715 -2.050 2.772
C -2.006 1.508 -0.738
C 0.879 0.092 2.625
C -3.119 -2.818 3.849
C -1.396 -4.436 3.383
C -2.947 2.417 -1.310
C -2.715 1.273 -3.417
C -0.946 -3.707 2.294
C 3.659 0.514 4.396
C 1.473 -1.251 -2.915
C 0.564 -3.210 -4.188
C -1.981 2.736 1.455
C -1.457 1.650 0.552
C -3.349 -0.725 2.465
C -3.286 2.300 -2.632
C 2.482 -0.956 -4.014
C 0.618 -2.273 -3.000
C 0.228 -4.169 1.487
C 2.350 -0.236 4.650
C -2.475 -4.015 4.162
C -1.894 0.359 -2.767
C -1.615 -2.480 1.950
H -3.382 3.196 -0.695
H -2.799 -4.604 5.011
H -2.637 0.082 2.669
H 1.993 -0.609 -4.931
H -0.036 -4.305 0.437
H -3.997 2.992 -3.074
H 3.848 0.543 3.319
H 1.523 -3.275 -4.711
H 1.010 -3.407 1.507
H 2.140 -0.267 5.723
H -3.051 2.595 1.659
H 0.276 -4.214 -3.859
H -2.929 1.171 -4.473
H -1.860 3.724 0.992
H -3.949 -2.474 4.460
H 4.499 0.003 4.886
H 0.623 -5.108 1.889
H 3.167 -0.174 -3.682
H -0.882 -5.359 3.637
H 3.077 -1.840 -4.269
H -4.248 -0.570 3.068
H 2.457 -1.256 4.292
H -1.480 -0.494 -3.300
H 3.608 1.541 4.777
H 0.905 1.244 4.278
H -3.600 -0.651 1.403
H -0.193 -2.882 -4.914
H -1.438 2.718 2.394
```

Results
strongest force on any atom	1.15	eV/A
⟨S²⟩	6.1471
total charge	-2
2S+1	5
total energy	-3706.20203	hartree
E_HOMO (spin up / spin down)	0.89 / -0.22	eV

Record 5
C22H28F3N2O3 | the ωB97M-V functional and the def2-TZVPD basis

```
58
C22H28F3N2O3 the ωB97M-V functional and the def2-TZVPD basis
F 1.529 -2.384 -1.511
F 0.698 -0.602 -0.341
F 1.777 -0.469 -2.102
O -3.753 0.049 -2.431
O -3.191 -1.508 2.304
O -4.202 -1.761 -0.444
N 2.207 1.612 -0.191
N -0.070 3.168 0.308
C -2.432 0.833 1.469
C 5.126 -0.302 0.860
C 2.156 1.950 1.163
C 3.539 -2.556 0.358
C 4.523 -2.518 0.995
C 3.976 -0.123 -0.288
C -2.836 1.383 -0.524
C -4.350 -0.920 -2.744
C -3.413 0.207 -0.946
C -2.856 -1.156 3.657
C 3.674 1.444 -0.622
C 0.642 2.131 1.366
C -3.537 -0.495 0.016
C -1.546 3.181 0.907
C -3.734 -3.260 0.174
C 1.709 -1.178 -1.028
C 5.459 -1.519 1.111
C 1.737 2.831 -1.169
C -2.972 -0.446 1.289
C -2.260 1.789 0.446
C 2.974 -1.161 -0.077
C 0.210 2.504 -0.877
H -4.597 -0.665 -3.876
H 3.722 1.260 -1.798
H -2.149 1.116 2.717
H 5.031 -3.765 1.325
H 0.164 1.015 1.095
H 0.505 2.333 2.481
H -4.177 -3.885 -0.269
H -0.100 1.635 -0.969
H 2.575 1.093 1.681
H 2.052 2.473 -2.283
H -1.628 -0.885 3.587
H -0.251 3.529 -1.291
H -3.175 -1.987 4.048
H -5.156 -1.194 -2.291
H -3.564 -1.684 -2.876
H 5.657 0.585 0.799
H 4.412 2.001 -0.350
H -4.234 -3.101 1.287
H -1.670 3.278 1.834
H 0.419 3.945 0.731
H 2.203 3.587 -0.854
H -2.778 2.246 -1.428
H -2.687 -3.187 0.293
H 2.888 -3.432 0.079
H -3.342 -0.172 4.111
H 2.554 2.897 1.344
H -2.027 3.912 0.408
H 6.430 -1.591 1.532
```

Results
strongest force on any atom	19.44	eV/A
total charge	+1
ΔE to the lowest compared entry with this formula, charge and spin	2439.0	kJ/mol
total energy	-1488.77459	hartree
E_HOMO	-11.01	eV

Record 6
C22H28F3N2O3 | the ωB97M-V functional and the def2-TZVPD basis

```
58
C22H28F3N2O3 the ωB97M-V functional and the def2-TZVPD basis
F -2.396 2.149 4.977
F -1.484 0.275 4.451
F -0.254 1.990 4.848
O 0.880 1.931 -2.795
O -1.131 0.204 -3.564
O 2.830 0.964 -0.934
N 0.161 -3.328 0.788
N 0.404 -0.863 1.759
C 0.642 -3.312 -0.582
C 0.718 -1.946 -1.226
C -0.240 -1.535 -2.140
C -1.105 -2.694 1.065
C -0.950 -1.427 1.939
C -0.196 -0.263 -2.702
C -2.117 -0.674 -4.062
C 0.625 2.208 -4.164
C 0.833 0.639 -2.349
C -1.456 1.981 2.805
C 1.400 -1.795 2.334
C -0.522 1.456 1.905
C -2.433 2.869 2.371
C 1.808 0.220 -1.430
C -2.498 3.237 1.038
C -1.410 1.618 4.268
C 1.726 -1.061 -0.871
C 3.345 2.078 -1.644
C -1.577 2.727 0.139
C 1.074 -3.251 1.886
C -0.599 1.851 0.574
C 0.574 0.506 2.320
H 0.127 1.481 -0.131
H -1.606 3.016 -0.900
H 1.068 1.450 -4.812
H 2.551 -1.373 -0.248
H 1.532 0.890 1.957
H -3.139 3.272 3.080
H -1.693 -0.681 1.656
H -1.584 -2.441 0.119
H 3.566 1.819 -2.681
H -0.444 2.279 -4.365
H -0.030 -3.946 -1.169
H -2.792 -1.011 -3.270
H 1.627 -3.780 -0.588
H 1.098 3.171 -4.354
H -1.670 -1.538 -4.561
H 1.359 -1.723 3.422
H 4.271 2.332 -1.130
H 0.618 -3.783 2.727
H 2.660 2.925 -1.613
H -3.259 3.927 0.711
H -1.758 -3.398 1.595
H -1.022 -2.220 -2.424
H 1.996 -3.772 1.629
H 2.392 -1.485 2.006
H -2.682 -0.092 -4.789
H 0.635 0.418 3.405
H -1.081 -1.662 2.996
H 0.608 -0.829 0.727
```

Results
strongest force on any atom	0.83	eV/A
total charge	+1
SMILES	COc1cc(CN2CC[NH+](Cc3ccccc3C(F)(F)F)CC2)cc(OC)c1OC
ΔE to the lowest compared entry with this formula, charge and spin	10.8	kJ/mol
total energy	-1489.69944	hartree
E_HOMO	-11.31	eV

> Which of these has the highest total energy?

number 5